No. 1
{
  "formula": "C5H6S2",
  "method": "ωB97M-V with the def2-TZVPD basis set",
  "elements": ["S", "S", "C", "C", "C", "C", "C", "H", "H", "H", "H", "H", "H"],
  "positions_angstrom": [[-1.310208, -0.195563, -2.025243], [-1.223869, 0.064266, 0.950072], [1.793912, -1.754073, -0.465433], [0.078506, -1.060949, -2.219341], [-1.516794, 0.819282, -0.564788], [0.995830, -1.333153, -1.256255], [0.510998, 0.833245, 1.052523], [-1.764902, 0.982639, 1.795033], [-2.608291, 0.975606, -0.513862], [0.403797, 1.861662, 0.987699], [2.488571, -1.991548, 0.322931], [1.138760, 0.297185, 1.753737], [1.013689, 0.501400, 0.182927]],
  "forces_ev_per_a": [[1.352, -0.421, -0.094], [2.741, 0.625, 0.715], [1.603, -0.422, 1.514], [-2.222, 0.907, -0.549], [-1.890, -0.068, -0.954], [-0.381, 0.010, -0.239], [-0.409, -3.061, 0.559], [-0.042, -0.231, -0.363], [0.178, 0.348, -0.505], [-0.187, 1.888, 0.591], [-0.338, -0.043, -0.476], [-0.168, 0.687, 1.158], [-0.237, -0.218, -1.356]],
  "orbital_gap_ev": [7.285, 7.284],
  "energy_ev": -26945.0959,
  "multiplicity": 1
}

=====

No. 2
{
  "formula": "C2H3NO2S2",
  "method": "ωB97M-V with the def2-TZVPD basis set",
  "elements": ["S", "S", "O", "O", "N", "C", "C", "H", "H", "H"],
  "positions_angstrom": [[0.894484, 0.495035, 0.845352], [-0.353466, 0.668393, 2.676036], [-2.921187, 0.610956, 2.408489], [-0.401442, -1.531246, -0.310211], [-1.860513, 0.714579, 2.948807], [0.354878, -0.635981, -0.504979], [0.967973, -0.178292, -1.781601], [2.017577, 0.067391, -1.639306], [0.845867, -0.941414, -2.546447], [0.455828, 0.730579, -2.096140]],
  "forces_ev_per_a": [[-0.096, 0.475, -0.012], [2.666, -0.520, -0.469], [0.660, -0.017, -0.004], [-0.070, -0.229, -0.388], [-2.861, 0.134, 0.070], [-0.435, 0.339, 1.239], [0.041, -0.148, -0.438], [0.067, -0.009, -0.016], [0.040, -0.056, 0.004], [-0.013, 0.031, 0.013]],
  "smiles": "CC(=O)SSN=O",
  "orbital_gap_ev": [8.664, 8.663],
  "energy_ev": -29374.9366,
  "multiplicity": 1
}

=====

No. 3
{
  "formula": "C17H12N12SbSe4W",
  "method": "ωB97M-V with the def2-TZVPD basis set",
  "elements": ["W", "Sb", "Se", "Se", "Se", "Se", "N", "N", "N", "N", "N", "N", "N", "N", "N", "N", "N", "N", "C", "C", "C", "C", "C", "C", "C", "C", "C", "C", "C", "C", "C", "C", "C", "C", "C", "H", "H", "H", "H", "H", "H", "H", "H", "H", "H", "H", "H"],
  "positions_angstrom": [[0.339633, -0.536407, 0.050509], [0.733557, -2.844592, 2.168851], [-1.023826, -4.451726, 2.186216], [2.885967, -3.208547, 3.155109], [-0.034990, -0.468564, 2.606384], [1.458348, -2.555680, -0.432537], [-1.445668, -0.578755, -0.194375], [-2.584296, -2.710125, -1.671119], [-1.437026, -2.429994, -2.286130], [2.040867, 0.777665, 0.544043], [1.718829, 1.411217, -3.451267], [-0.339061, 1.536084, 0.043632], [-3.170769, -1.115715, -3.065882], [-1.001407, -0.626414, -3.773401], [-3.699341, -2.203859, -2.356155], [0.642162, 0.164657, -2.054369], [1.691660, 1.033601, -2.233916], [0.741489, 0.829572, -4.152546], [-2.156040, 3.010130, -0.296831], [1.885082, 2.111223, 0.481817], [-4.614668, -0.695021, -0.524723], [3.224031, 0.275764, 0.916640], [2.929507, 2.977844, 0.744382], [4.164228, 2.455918, 1.087514], [-3.130476, -2.834415, -0.490010], [-4.364102, -2.104576, -0.951432], [-1.282301, 4.061039, -0.194786], [0.084703, 3.857392, 0.046312], [0.513850, 2.555730, 0.163796], [-1.888421, -1.381038, -3.041380], [4.309519, 1.084199, 1.187539], [-3.766175, 0.328030, -0.321817], [-1.658293, 1.696015, -0.175545], [-2.323433, 0.419234, -0.266536], [0.096241, 0.068557, -3.283535], [3.286884, -0.799877, 1.010753], [-4.264116, 1.269140, -0.109357], [-3.207633, 3.169885, -0.484273], [0.759612, 4.694910, 0.128290], [5.240033, 0.620739, 1.481388], [-1.427641, -0.123108, -4.535935], [-5.668768, -0.456706, -0.444821], [-1.651695, 5.073793, -0.299289], [2.786611, 4.046311, 0.685157], [4.996125, 3.117746, 1.289594], [-2.724150, -3.308056, 0.390819], [-5.299412, -2.664542, -0.930732]],
  "forces_ev_per_a": [[-0.717, 0.983, -0.784], [0.255, -0.253, 0.183], [-0.077, -0.028, 0.073], [0.027, 0.066, -0.008], [0.190, -0.048, -0.132], [0.029, -0.710, 0.143], [-0.215, -0.088, -0.208], [0.085, -0.004, -0.076], [-0.133, 0.006, 0.021], [0.261, 0.171, 0.130], [0.116, 0.165, -0.051], [0.375, -0.039, 0.179], [-0.085, -0.075, 0.058], [0.012, -0.013, 0.113], [-0.017, 0.059, -0.020], [0.413, 0.015, -0.096], [-0.087, -0.202, 0.206], [0.059, -0.013, 0.066], [-0.048, -0.006, -0.027], [0.049, 0.022, -0.044], [0.043, 0.097, 0.034], [-0.123, -0.022, -0.052], [0.032, -0.034, 0.018], [0.016, -0.037, 0.006], [0.078, 0.009, 0.093], [-0.024, 0.074, -0.036], [-0.149, 0.071, -0.022], [0.057, -0.140, 0.004], [-0.040, 0.328, -0.036], [0.089, 0.016, -0.089], [0.059, -0.010, 0.026], [-0.147, -0.348, -0.071], [-0.264, -0.362, 0.183], [-0.076, 0.377, 0.221], [-0.028, 0.017, 0.061], [0.001, -0.016, -0.011], [0.031, 0.037, -0.016], [0.007, 0.044, -0.014], [0.040, -0.023, 0.015], [0.016, 0.045, 0.001], [-0.006, -0.045, -0.003], [-0.001, 0.002, -0.023], [-0.016, -0.010, -0.002], [-0.075, -0.008, -0.020], [0.008, -0.012, 0.002], [-0.033, -0.032, 0.000], [0.011, -0.025, 0.004]],
  "total_charge": -1,
  "orbital_gap_ev": [5.111, 5.082],
  "energy_ev": -305453.0929,
  "multiplicity": 1
}

=====

No. 4
{
  "formula": "C33H50BN6O2S3Ti",
  "method": "ωB97M-V with the def2-TZVPD basis set",
  "elements": ["Ti", "S", "S", "S", "O", "O", "N", "N", "N", "N", "N", "N", "C", "C", "C", "C", "C", "C", "C", "C", "C", "C", "C", "C", "C", "C", "C", "C", "C", "C", "C", "C", "C", "C", "C", "C", "C", "C", "C", "C", "C", "C", "C", "C", "C", "B", "H", "H", "H", "H", "H", "H", "H", "H", "H", "H", "H", "H", "H", "H", "H", "H", "H", "H", "H", "H", "H", "H", "H", "H", "H", "H", "H", "H", "H", "H", "H", "H", "H", "H", "H", "H", "H", "H", "H", "H", "H", "H", "H", "H", "H", "H", "H", "H", "H", "H"],
  "positions_angstrom": [[0.490166, -3.394719, -0.210179], [2.843724, -2.905807, -0.990425], [1.030021, -2.567763, 2.081192], [-0.269065, -3.060433, -2.586141], [0.891896, -5.286377, -0.457200], [0.710873, -7.437937, -1.038485], [-0.277659, -0.622562, 0.847879], [-0.043413, -0.552802, -1.730073], [2.005773, 0.722443, 0.395566], [1.955726, -0.536501, -0.172891], [-1.220286, 0.293992, 0.699737], [-0.011899, 0.780546, -1.842907], [4.383027, 0.535315, 0.453326], [-1.103536, -1.655139, -5.152709], [-0.684917, 0.571314, -4.098052], [3.190733, 1.211158, 0.699256], [3.091035, -1.289931, -0.394200], [0.084834, -0.954953, 4.549365], [-1.786377, 0.810117, 1.763280], [3.350453, 3.638519, 0.178358], [1.830412, 2.878064, 2.010680], [-1.529456, -3.138473, 0.141044], [-3.409099, 1.738957, 0.096946], [-1.811356, -5.175765, 1.610972], [-1.192300, 3.507899, -3.922732], [4.292961, 2.800533, 2.329215], [-0.400724, -0.504709, 3.209879], [-1.341242, 0.473345, 3.053046], [4.325558, -0.767483, -0.111428], [-4.054899, 1.578204, 2.495618], [1.271305, 3.095258, -3.691296], [-2.311149, 3.230395, 1.785352], [-0.726876, -0.780670, -4.001244], [-0.140265, 3.479565, -1.665548], [0.978943, -6.283314, -1.288008], [-0.108366, 2.856180, -3.060019], [0.074053, -1.137247, 2.038452], [-2.885904, -2.997784, 2.200295], [-2.463484, -3.914928, 1.038486], [-0.354263, -1.372912, -2.748695], [-0.302365, 1.347882, -2.974953], [3.166148, 2.616109, 1.308668], [-3.714535, -4.312504, 0.241078], [5.577291, -1.562957, -0.335157], [-2.889585, 1.832267, 1.532164], [0.567406, -1.133708, -0.388714], [-1.748577, 0.973092, 3.923192], [-3.307167, -2.059877, 1.825354], [5.338790, 0.960402, 0.725036], [-1.952948, -2.287551, -4.889346], [-1.484893, 3.432736, 1.104286], [-3.081312, 3.991982, 1.637249], [-0.923864, -4.919718, 2.194036], [-2.507364, -5.704991, 2.269531], [-1.933064, 3.320688, 2.806464], [4.240313, 2.042467, 3.112879], [-3.847332, 0.756974, -0.093296], [0.516853, 2.943142, -0.982300], [-1.145116, 3.189506, -4.965746], [5.562146, -2.490247, 0.242670], [0.996786, 2.771473, 1.318969], [-0.190843, -1.997694, 4.719830], [-2.606172, 1.879265, -0.625189], [5.277860, 2.741146, 1.865014], [1.460081, 4.166628, -3.795638], [2.053747, 2.662879, -3.065067], [-0.335639, -0.335045, 5.340818], [-1.354313, -1.052583, -6.025490], [1.826168, 3.888571, 2.430585], [-0.283050, -2.331270, -5.397974], [1.174308, -0.911602, 4.592929], [-2.188589, 3.278943, -3.537774], [-2.025621, -2.760874, 2.829612], [5.685424, -1.853598, -1.382829], [1.673012, 2.162035, 2.821060], [-4.229209, -3.425464, -0.137023], [-0.931713, 1.050011, -5.037715], [3.315437, 4.659056, 0.572377], [-3.442078, -4.935940, -0.612544], [-4.176957, 2.500212, -0.060558], [-3.640318, -3.491118, 2.822440], [1.374063, -5.992452, -2.280889], [-3.772558, 1.740218, 3.537027], [0.168003, 4.526573, -1.725180], [4.207543, 3.786030, 2.795436], [-2.079109, -2.325930, -0.349805], [2.562275, 3.530258, -0.568005], [-1.064185, 4.592349, -3.907711], [1.337329, 2.637808, -4.681603], [-1.500793, -5.857146, 0.817437], [4.311535, 3.491805, -0.318902], [-4.874515, 2.263402, 2.267979], [-4.411466, -4.875749, 0.870101], [-1.150317, 3.444241, -1.254121], [-4.426183, 0.556072, 2.397859], [6.454318, -0.981838, -0.044310]],
  "forces_ev_per_a": [[0.527, 0.007, -0.114], [-0.116, -0.039, 0.106], [-0.033, 0.125, 0.112], [-0.020, 0.027, -0.019], [-0.312, -0.001, -0.149], [-0.077, 0.015, -0.037], [-0.087, 0.038, 0.026], [0.033, 0.057, -0.019], [0.045, 0.002, 0.057], [-0.008, -0.052, 0.013], [0.045, -0.024, 0.002], [0.005, -0.008, -0.049], [0.023, -0.015, -0.022], [-0.010, -0.001, 0.012], [0.008, 0.018, 0.000], [-0.052, 0.008, 0.005], [-0.016, 0.031, -0.024], [-0.010, -0.001, 0.000], [0.035, -0.018, -0.005], [0.005, -0.007, 0.003], [0.021, -0.015, -0.012], [-0.158, -0.031, 0.111], [0.014, -0.005, -0.003], [-0.003, 0.003, 0.008], [-0.003, 0.006, -0.009], [-0.006, 0.004, 0.007], [0.000, 0.021, 0.032], [0.054, 0.032, -0.006], [0.014, 0.023, -0.001], [-0.011, -0.002, -0.006], [0.001, 0.008, -0.002], [-0.023, 0.002, 0.018], [-0.006, 0.000, -0.005], [0.005, 0.007, 0.007], [0.343, -0.061, 0.067], [0.029, -0.008, 0.010], [0.013, -0.024, -0.041], [-0.005, -0.010, 0.003], [-0.001, 0.010, -0.007], [-0.011, -0.062, 0.008], [-0.036, -0.073, 0.011], [-0.009, 0.008, -0.017], [-0.001, 0.003, -0.001], [-0.017, -0.012, -0.008], [-0.007, -0.010, -0.021], [-0.032, 0.002, -0.020], [-0.025, -0.013, 0.003], [0.000, -0.002, -0.001], [0.000, 0.005, -0.012], [0.003, -0.002, 0.000], [0.033, 0.007, -0.030], [0.003, -0.003, 0.002], [0.001, 0.000, 0.005], [-0.001, 0.000, -0.002], [-0.001, 0.004, -0.001], [-0.002, -0.003, -0.002], [0.002, 0.008, 0.000], [-0.021, 0.007, -0.010], [0.007, 0.002, 0.006], [0.007, 0.000, 0.002], [-0.018, 0.003, -0.005], [-0.002, -0.001, 0.002], [-0.012, 0.007, 0.011], [-0.001, -0.008, 0.002], [0.001, -0.001, 0.000], [0.001, 0.002, 0.003], [0.001, 0.000, 0.003], [0.000, -0.001, -0.004], [0.001, 0.004, -0.004], [0.001, 0.004, -0.003], [0.000, 0.001, -0.002], [-0.002, -0.001, -0.003], [-0.012, -0.007, -0.007], [0.000, -0.001, -0.001], [-0.004, 0.002, -0.001], [0.000, -0.001, 0.001], [0.000, -0.003, 0.008], [0.005, 0.002, 0.002], [0.000, -0.001, 0.000], [-0.003, 0.006, -0.006], [0.000, 0.001, 0.005], [-0.104, 0.019, -0.027], [0.009, -0.009, 0.002], [-0.004, 0.000, 0.002], [0.001, 0.001, 0.004], [-0.009, -0.008, 0.003], [0.024, 0.002, 0.017], [-0.005, 0.001, 0.001], [0.000, 0.002, 0.001], [0.000, 0.002, -0.006], [-0.002, 0.000, -0.004], [-0.001, 0.001, 0.002], [-0.002, 0.001, 0.001], [-0.014, -0.006, 0.021], [-0.006, 0.000, -0.002], [0.001, 0.001, 0.003]],
  "total_charge": -1,
  "orbital_gap_ev": [4.453, 6.331],
  "s_squared": 2.03,
  "energy_ev": -104369.4028,
  "multiplicity": 3
}